(1)
Computed, not measured: an isolated molecule of C20H21N3O5, with wB97M-V/def2-TZVPD.

Element x y z (Å)
O -2.963 -2.562 0.114
C -3.288 -1.419 0.386
N -2.474 -0.588 1.074
C -1.098 -0.920 1.334
C -0.277 0.366 1.249
O -0.837 1.438 1.083
N 1.053 0.259 1.412
C 1.823 -0.955 1.520
C 2.719 -1.117 0.283
N 3.572 0.043 0.180
C 4.786 -0.061 -0.501
C 5.080 -1.122 -1.354
C 6.319 -1.246 -1.961
C 7.298 -0.299 -1.738
C 7.027 0.768 -0.897
C 5.798 0.893 -0.275
O 5.553 1.938 0.578
C 2.800 1.263 0.047
C 1.898 1.429 1.269
C -4.626 -0.860 0.037
C -5.678 -1.760 -0.086
C -6.965 -1.351 -0.416
C -7.152 -0.007 -0.632
C -6.095 0.902 -0.531
C -4.824 0.508 -0.197
O -6.554 2.162 -0.813
C -7.929 2.021 -1.092
O -8.294 0.662 -0.974
H -2.687 0.395 1.183
H -0.991 -1.357 2.335
H -0.781 -1.660 0.592
H 2.464 -0.874 2.406
H 1.179 -1.824 1.630
H 2.080 -1.244 -0.607
H 3.335 -2.008 0.411
H 4.325 -1.863 -1.561
H 6.509 -2.083 -2.615
H 8.265 -0.383 -2.208
H 7.790 1.512 -0.705
H 6.355 2.467 0.662
H 2.173 1.227 -0.860
H 3.473 2.113 -0.023
H 2.515 1.533 2.166
H 1.255 2.302 1.159
H -5.471 -2.805 0.083
H -7.780 -2.050 -0.503
H -4.026 1.230 -0.154
H -8.515 2.622 -0.378
H -8.137 2.371 -2.116

Atoms 1-2, force components in eV/Å:
O 0.0081 -0.2445 -0.0733
C -0.0295 0.0236 0.1662

Gap between HOMO and LUMO, hartree: 0.31699
Energy, Ha: -1315.219306
Net charge: 0
SMILES: O=C(NCC(=O)N1CCN(c2ccccc2O)CC1)c1ccc2c(c1)OCO2

Results of the natural (NBO) charge analysis, in e, for atoms 1 through 4: O -0.63; C 0.66; N -0.61; C -0.32

---

(2)
Computed, not measured: an isolated molecule of C20H21N3O5S, with wB97M-V/def2-TZVPD.

Element x y z (Å)
C 4.887 -2.681 3.286
O 4.342 -1.760 4.199
C 3.694 -0.666 3.713
C 3.179 0.211 4.669
C 2.498 1.346 4.282
C 2.322 1.644 2.936
C 1.559 2.864 2.490
N 0.418 2.498 1.676
C 0.382 2.732 0.341
O 1.244 3.364 -0.239
C -0.796 2.158 -0.374
C -2.023 1.906 0.232
C -3.060 1.352 -0.492
C -2.892 1.045 -1.841
N -3.907 0.443 -2.573
S -3.540 -0.730 -3.717
O -4.722 -1.530 -3.814
O -3.011 -0.124 -4.898
C -2.259 -1.647 -2.924
C -2.395 -2.387 -1.716
C -3.626 -2.540 -0.908
N -1.251 -2.930 -1.402
O -0.353 -2.581 -2.359
C -0.945 -1.812 -3.280
C -0.163 -1.310 -4.428
C -1.682 1.340 -2.465
C -0.652 1.892 -1.734
C 2.839 0.771 1.990
C 3.518 -0.375 2.364
H 5.650 -2.216 2.653
H 4.112 -3.127 2.654
H 5.348 -3.458 3.892
H 3.324 -0.025 5.711
H 2.105 2.013 5.035
H 2.186 3.503 1.861
H 1.217 3.438 3.357
H -0.234 1.847 2.082
H -2.189 2.158 1.269
H -4.012 1.162 -0.017
H -4.760 0.241 -2.076
H -4.484 -2.617 -1.572
H -3.754 -1.671 -0.263
H -3.548 -3.425 -0.284
H 0.597 -0.610 -4.082
H -0.832 -0.813 -5.124
H 0.344 -2.137 -4.922
H -1.580 1.146 -3.520
H 0.290 2.134 -2.204
H 2.712 0.993 0.940
H 3.904 -1.029 1.598

Atoms 1-2, force components in eV/Å:
C 0.0814 -0.1433 -0.1509
O -0.1401 0.2402 0.1670

Gap between HOMO and LUMO, hartree: 0.32965
Energy, Ha: -1713.356839
Net charge: 0
SMILES: COc1ccc(CNC(=O)c2ccc(NS(=O)(=O)c3c(C)noc3C)cc2)cc1

Results of the natural (NBO) charge analysis, in e, for atoms 1 through 4: C -0.25; O -0.49; C 0.29; C -0.25

---

(3)
Computed, not measured: a structure of composition C20H21N3OS2SbSe3TeTi, with wB97M-V/def2-TZVPD.

Element x y z (Å)
Ti 0.399 -0.390 -0.682
C 2.794 -2.729 0.363
C 3.195 -1.327 0.679
C 4.392 -1.042 1.332
C 4.772 0.266 1.555
C 3.951 1.282 1.083
C 2.779 0.943 0.427
N 2.389 -0.325 0.272
Sb 1.655 2.646 -0.317
C -0.105 2.274 0.856
C -0.539 3.189 1.800
C -1.727 2.949 2.471
C -2.444 1.813 2.145
C -1.955 0.923 1.196
C -2.782 -0.272 0.833
N -0.777 1.145 0.583
C 0.500 2.176 -2.086
C 0.573 3.112 -3.101
C -0.349 3.048 -4.138
C -1.322 2.074 -4.092
C -1.314 1.124 -3.070
C -2.362 0.062 -3.035
N -0.384 1.159 -2.106
H 3.583 -3.426 0.645
H 2.595 -2.812 -0.708
H 1.871 -2.997 0.879
H 5.019 -1.866 1.645
H 5.707 0.497 2.051
H 4.231 2.322 1.197
H 0.050 4.076 1.996
H -2.094 3.638 3.221
H -3.388 1.590 2.624
H -3.690 0.062 0.319
H -3.076 -0.808 1.735
H -2.249 -0.964 0.187
H 1.323 3.892 -3.060
H -0.323 3.765 -4.949
H -2.081 2.004 -4.859
H -3.223 0.372 -3.629
H -2.676 -0.147 -2.014
H -1.971 -0.871 -3.442
Se 2.225 -0.572 -2.555
Se 1.048 -0.998 -4.539
Te -0.069 -3.152 -3.862
Se -0.598 -2.546 -1.423
C -2.501 -3.445 3.889
O -1.723 -2.389 3.344
C -0.778 -2.690 2.416
S -0.546 -4.232 1.874
S 0.099 -1.300 1.955
H -3.164 -2.971 4.612
H -1.866 -4.186 4.376
H -3.074 -3.948 3.109

Atoms 1-2, force components in eV/Å:
Ti 0.0450 -0.6594 0.1227
C 0.0065 0.0330 0.0261

Gap between HOMO and LUMO (spin up / spin down), hartree: 0.17985 / 0.18225
Energy, Ha: -10372.767220
Net charge: -1

Results of the natural (NBO) charge analysis, in e, for atoms 1 through 4: Ti 0.67; C -0.67; C 0.27; C -0.23

---

What are the maximum force values for these records? In order: 1.28 1.41 0.67 eV/A.